Below is C7H10BrN5O2 in the gas phase, with properties calculated with ωB97M-V with the def2-TZVPD basis set.

Summary:
Total energy (Ha): -3270.94399
2S+1: 1
Net charge: 0
Lowest unoccupied orbital energy (spin up / spin down) (eV): 0.50 / 0.50
Kohn-Sham gap (spin up / spin down) (eV): 7.516 / 7.515

Geometry (Å):
C 1.52181 3.34516 1.25277
C -0.59460 2.68165 0.82404
C 1.08365 1.18737 0.56038
C 0.89089 -1.05844 -0.24639
C 1.24189 -3.33396 -1.23968
C -2.91615 2.02627 0.38041
C 1.77272 -2.27347 -0.28178
N 0.25416 3.63523 1.21163
N -0.17675 1.44052 0.50583
N 2.04679 2.12672 0.92183
N -1.89710 2.97333 0.74387
N 3.29229 1.73102 0.90375
O 1.60831 -0.02077 0.30185
O -0.23528 -0.96748 -0.62646
Br 4.55477 2.94821 1.45434
H 2.21008 4.11306 1.56725
H 1.90345 -4.19604 -1.24412
H 1.17561 -2.93601 -2.24887
H 0.24850 -3.65225 -0.93578
H -3.49882 1.72261 1.25450
H -3.58961 2.47173 -0.35356
H -2.43368 1.14973 -0.04641
H 1.81478 -2.67404 0.73510
H 2.78136 -1.95760 -0.54939
H -2.16524 3.89259 1.05799